No. 1
A molecular structure, C2H2Cl2N2 in a non-equilibrium geometry, computed with ωB97M-V/def2-TZVPD.

Net charge = 0
M = 124.96 g mol⁻¹
HOMO (spin up / spin down) = -9.10 / -9.10 eV
Electronic energy = -30124.1072 eV

Last column: natural (NBO) charge in e.
Positions of all 8 atoms, in Å:
Cl -2.677 -1.584 -0.988  0.160
Cl 2.772 0.399 0.113  0.130
N -1.209 -1.344 -0.163  -0.595
N 1.667 1.695 -0.110  -0.529
C -0.070 0.834 -0.154  -0.003
C -0.500 -0.281 -0.246  0.055
H 1.262 2.015 0.773  0.376
H -1.245 -1.735 0.774  0.408

Atoms 1-6, force components in eV/Å:
Cl -0.1 0.1 -0.3
Cl 0.0 0.3 0.4
N -0.6 -2.5 1.1
N -4.6 -1.9 -0.9
C 5.2 4.3 0.2
C -0.6 -0.1 -0.7

No. 2
2 unconnected molecules or ions with the total composition C2H2Cl2O in a non-equilibrium geometry, computed with ωB97M-V/def2-TZVPD.

Net charge = 0
M = 112.94 g mol⁻¹
HOMO (spin up / spin down) = -9.18 / -9.18 eV
Electronic energy = -29193.0690 eV

Last column: natural (NBO) charge in e.
Positions of all 7 atoms, in Å:
Cl -1.954 1.379 -0.289  0.208
Cl -0.272 -1.313 1.692  0.255
O -0.947 1.309 0.971  -0.652
C 0.199 -0.387 0.547  0.173
C 0.891 -0.326 -0.601  -0.465
H 0.822 0.487 -1.302  0.257
H 1.262 -1.148 -1.018  0.224

Atoms 1-6, force components in eV/Å:
Cl -0.9 0.3 -0.9
Cl -0.8 -2.3 2.7
O 2.7 -2.7 -0.1
C 0.5 4.8 -4.0
C -3.2 2.9 3.0
H -0.1 0.7 0.4